ORCA calculation (ωB97M-V/def2-TZVPD) on a structure of composition C19H21NO10P3PdS.

- Energy above the lowest of the compared OMol25 structures with the same formula, charge and spin: 2.346 eV
- LUMO (alpha / beta): -0.6 / -0.5 eV
- Frontier orbital gap (alpha / beta): 4.98 / 5.06 eV
- Total charge: -1

Last column: natural (NBO) charge in e.
Positions of all 56 atoms, in Å:
Pd1 -0.76 1.15 0.97  0.8183
O1 -1.46 5.31 0.82  -0.9807
P1 -1.41 3.71 0.83  2.5117
O2 -2.72 3.13 0.39  -1.1733
O3 -0.19 3.29 0.06  -1.1581
O4 -1.22 3.45 2.42  -1.1119
P2 -1.65 2.09 3.28  2.5007
O5 -2.80 1.44 2.31  -1.0215
O6 -2.17 2.52 4.58  -1.0899
O7 -0.47 1.15 3.21  -1.0775
H1 -2.15 5.61 1.41  0.5008
H2 -3.02 2.12 1.62  0.5233
N1 -2.17 0.58 -0.85  -0.8348
C1 -2.57 -0.64 -1.44  0.0967
C2 -3.55 -1.41 -0.81  -0.2595
C3 -4.04 -2.54 -1.44  -0.1764
C4 -3.52 -2.91 -2.66  -0.3051
C5 -2.51 -2.19 -3.27  -0.1930
C6 -2.02 -1.05 -2.66  -0.2097
S1 -4.26 -4.24 -3.65  2.4165
O8 -5.02 -3.44 -4.60  -1.0172
O9 -5.06 -5.01 -2.71  -1.0209
O10 -3.13 -4.95 -4.21  -1.0203
H3 -2.94 1.04 -0.37  0.4205
H4 -1.77 1.23 -1.53  0.4078
H5 -3.91 -1.10 0.16  0.2083
H6 -4.83 -3.14 -1.01  0.2433
H7 -2.16 -2.52 -4.23  0.2408
H8 -1.24 -0.47 -3.12  0.1916
C7 2.33 2.06 2.11  -0.9520
P3 1.56 0.83 0.98  1.1385
C8 1.93 -0.80 1.70  -0.2880
C9 1.02 -1.81 1.41  -0.1994
C10 1.19 -3.08 1.93  -0.1901
C11 2.28 -3.35 2.74  -0.1911
C12 3.19 -2.35 3.04  -0.2106
C13 3.03 -1.08 2.51  -0.2243
C14 2.68 0.97 -0.45  -0.2851
C15 2.57 2.12 -1.22  -0.2260
C16 3.41 2.32 -2.30  -0.1953
C17 4.35 1.36 -2.63  -0.1945
C18 4.44 0.19 -1.88  -0.2105
C19 3.61 0.00 -0.79  -0.2225
H9 3.41 1.97 2.11  0.2357
H10 1.91 1.92 3.10  0.2770
H11 2.04 3.05 1.74  0.2716
H12 0.16 -1.58 0.78  0.2264
H13 0.47 -3.86 1.69  0.2284
H14 2.40 -4.34 3.16  0.2174
H15 4.03 -2.56 3.69  0.2158
H16 3.74 -0.31 2.74  0.2150
H17 1.81 2.85 -0.97  0.2581
H18 3.32 3.21 -2.90  0.2178
H19 5.01 1.51 -3.47  0.2144
H20 5.16 -0.57 -2.14  0.2169
H21 3.68 -0.91 -0.21  0.2262

ORCA calculation (ωB97M-V/def2-TZVPD) on a structure of composition C6H4Cl4F12N2O8S4V.

- Multiplicity: 4
- LUMO (alpha / beta): -1.6 / -1.3 eV
- Frontier orbital gap (alpha / beta): 8.99 / 9.96 eV
- Total charge: 0

Last column: Mulliken spin population.
Positions of all 41 atoms, in Å:
V1 0.91 0.22 -0.06  2.8512
C1 1.92 1.36 3.74  0.0081
F1 2.36 0.13 3.41  0.0029
F2 0.83 1.22 4.41  0.0002
F3 2.85 2.00 4.47  0.0007
S1 1.68 2.22 2.04  0.0020
O1 1.83 3.66 2.23  0.0028
O2 2.66 1.62 1.16  0.0193
N1 0.20 1.58 1.34  -0.0103
S2 -0.80 2.62 1.90  0.0143
O3 -0.72 2.96 3.31  -0.0022
O4 -1.03 3.74 0.96  0.0034
C2 -2.36 1.53 1.84  0.0052
F4 -2.68 1.25 0.57  0.0011
F5 -2.17 0.39 2.52  0.0011
F6 -3.41 2.08 2.40  -0.0002
C3 2.18 -0.37 -3.94  0.0075
F7 3.24 -0.58 -4.74  0.0006
F8 1.95 0.99 -3.85  0.0013
F9 1.11 -0.89 -4.48  0.0006
S3 2.54 -1.04 -2.17  0.0113
O5 3.43 -2.16 -2.36  0.0031
O6 3.03 0.07 -1.37  0.0221
N2 1.00 -1.28 -1.40  -0.0067
S4 0.65 -2.75 -1.81  0.0089
O7 0.97 -3.15 -3.19  -0.0019
O8 1.05 -3.71 -0.78  0.0040
C4 -1.27 -2.61 -1.81  0.0032
F10 -1.66 -1.80 -2.80  0.0005
F11 -1.86 -3.80 -2.00  -0.0002
F12 -1.60 -2.03 -0.62  0.0060
C5 -0.97 -2.88 2.86  0.0111
Cl1 0.15 -1.99 1.73  0.0058
Cl2 -2.63 -2.86 2.27  0.0013
H1 -0.66 -3.91 3.04  0.0002
H2 -0.88 -2.39 3.82  -0.0003
C6 -2.46 2.10 -2.67  0.0031
Cl3 -1.11 1.13 -1.95  0.0170
Cl4 -2.86 3.49 -1.63  0.0001
H3 -2.13 2.48 -3.64  0.0008
H4 -3.29 1.40 -2.74  0.0011

ORCA calculation (ωB97M-V/def2-TZVPD) on a cluster of 2 separate species, C9H12N3O2S in total.

- Energy above the lowest of the compared OMol25 structures with the same formula, charge and spin: 12.240 eV
- LUMO: -4.9 eV
- Frontier orbital gap: 6.65 eV
- Total charge: +1

Last column: natural (NBO) charge in e.
Positions of all 27 atoms, in Å:
N1 2.44 -1.53 1.39  -0.8428
C1 3.15 -0.82 0.25  0.6671
O1 3.43 -1.57 -0.85  -0.5756
C2 3.54 0.79 0.23  -0.4994
C3 2.33 1.52 -0.67  -0.4465
C4 0.88 0.94 -0.07  0.0332
C5 0.43 1.62 1.39  -0.2178
C6 -0.97 1.14 2.10  -0.2083
C7 -1.82 -0.05 1.28  0.1120
N2 -3.12 -0.73 1.65  -0.5298
S1 -3.58 -1.96 0.48  0.7475
N3 -2.32 -1.85 -0.74  -0.6744
C8 -1.42 -0.76 -0.16  0.1308
C9 -0.01 -0.22 -0.85  -0.2685
H1 1.44 -1.64 1.07  0.3982
H2 2.41 -0.93 2.25  0.3732
H3 3.58 1.24 1.32  0.2238
H4 4.62 0.97 -0.25  0.2724
H5 2.32 2.67 -0.42  0.2412
H6 2.46 1.34 -1.82  0.2620
H7 1.10 2.46 1.92  0.2668
H8 -1.36 1.59 3.12  0.2823
H9 0.42 -0.64 -1.88  0.2768
O2 -5.12 -0.82 -2.52  -0.7742
H10 -5.56 -1.61 -2.92  0.5806
H11 -5.01 -0.09 -3.18  0.5796
H12 -4.25 -1.06 -2.11  0.5898

ORCA calculation (ωB97M-V/def2-TZVPD) on a cluster of 2 separate species, C2H8N2S in total.

- Energy above the lowest of the compared OMol25 structures with the same formula, charge and spin: 0.447 eV
- LUMO: 0.7 eV
- Frontier orbital gap: 9.91 eV
- Total charge: 0
- SMILES string: [H]/N=C/N.CS

Last column: natural (NBO) charge in e.
Positions of all 13 atoms, in Å:
C1 2.75 -0.70 -2.80  -0.7279
S1 1.21 -1.66 -2.52  -0.0463
H1 3.39 -1.20 -3.51  0.2140
H2 3.41 -0.46 -1.98  0.2215
H3 2.36 0.23 -3.21  0.2216
N1 -0.98 0.63 2.04  -0.8397
C2 -2.28 0.65 2.42  0.2706
N2 -2.65 0.56 3.64  -0.6938
H4 -0.33 1.12 2.62  0.3986
H5 -0.66 0.20 1.19  0.3964
H6 -3.04 0.66 1.62  0.1348
H7 -3.63 0.77 3.69  0.3318
H8 0.46 -0.78 -3.19  0.1186

ORCA calculation (ωB97M-V/def2-TZVPD) on a cluster of 9 separate species, C4H26NO9 in total.

- Energy above the lowest of the compared OMol25 structures with the same formula, charge and spin: 1.943 eV
- LUMO: -2.4 eV
- Frontier orbital gap: 10.65 eV
- Total charge: +1

Last column: natural (NBO) charge in e.
Positions of all 40 atoms, in Å:
O1 1.12 0.71 -1.70  -0.5670
C1 0.55 -0.30 -2.05  0.4641
C2 -0.01 -1.36 -1.20  -0.3456
N1 -0.49 -0.70 0.10  -0.5975
C3 -1.27 -1.70 0.89  -0.2096
C4 -2.74 -1.70 0.63  -0.6542
H1 0.44 -0.66 -3.05  0.1259
H2 -0.68 -1.96 -1.90  0.2669
H3 0.83 -2.18 -0.89  0.2618
H4 -0.93 0.23 -0.20  0.4782
H5 0.28 -0.27 0.59  0.4861
H6 -0.92 -1.49 2.02  0.2394
H7 -0.81 -2.70 0.55  0.2054
H8 -3.05 -1.99 -0.39  0.2325
H9 -3.09 -0.67 0.82  0.2378
H10 -3.31 -2.31 1.35  0.2487
H11 0.28 1.23 3.07  0.5049
H12 -1.00 1.86 3.60  0.4893
O2 -0.66 1.37 2.87  -0.9661
H13 1.74 4.06 -0.10  0.4942
H14 1.89 2.61 -0.64  0.5181
O3 1.57 3.18 0.07  -0.9734
H15 -1.90 0.66 -3.56  0.5005
H16 -1.98 1.05 -2.11  0.5085
O4 -1.55 0.36 -2.66  -0.9693
H17 3.80 -2.66 -1.73  0.4908
H18 3.07 -3.60 -0.81  0.4923
O5 3.28 -2.62 -0.95  -0.9591
H19 4.16 -1.20 1.78  0.4774
H20 3.85 -1.44 0.32  0.5044
O6 3.93 -0.73 0.98  -0.9721
H21 -0.14 2.67 0.19  0.5146
H22 -0.93 1.90 1.25  0.4978
O7 -0.92 2.11 0.35  -1.0228
H23 -2.71 1.90 -0.24  0.4940
H24 -4.20 2.04 -0.55  0.4854
O8 -3.45 1.51 -0.66  -0.9807
H25 2.53 0.34 1.31  0.5169
H26 1.77 1.69 1.29  0.5026
O9 1.65 0.74 1.37  -1.0210